Entry 1:
{
  "formula": "C4H10N2O",
  "method": "the ωB97M-V functional and the def2-TZVPD basis",
  "orbital_gap_ev": 10.16,
  "lumo_energy_ha": 0.0326,
  "e_above_lowest_kcal_mol": 30.8,
  "smiles": "CC(=O)NCCN",
  "homo_ev": -9.3,
  "symbols": ["C", "C", "O", "N", "C", "C", "N", "H", "H", "H", "H", "H", "H", "H", "H", "H", "H"],
  "coordinates": [[0.27684, -1.88173, -1.58084], [0.89783, -0.65486, -0.96948], [1.70222, 0.00502, -1.57621], [0.66039, -0.48465, 0.39837], [-0.62635, -0.15236, 0.96068], [-0.99602, 1.35734, 0.79568], [0.11874, 2.32256, 0.74883], [0.51459, -2.74487, -0.94919], [0.69801, -2.13407, -2.55079], [-0.80842, -1.97453, -1.64201], [1.38155, -0.00847, 0.91502], [-0.66586, -0.48449, 2.00593], [-1.40506, -0.74243, 0.47997], [-1.73977, 1.72507, 1.49202], [-1.38852, 1.44051, -0.22371], [0.78693, 2.01705, 0.05488], [0.59289, 2.39490, 1.64086]],
  "nbo_charge": [-0.731, 0.687, -0.572, -0.662, -0.236, -0.239, -0.828, 0.235, 0.240, 0.233, 0.387, 0.193, 0.199, 0.200, 0.184, 0.365, 0.345]
}



Entry 2:
{
  "formula": "C13H50N20O12",
  "method": "the ωB97M-V functional and the def2-TZVPD basis",
  "orbital_gap_ev": 7.14,
  "lumo_energy_ha": -0.0304,
  "e_above_lowest_kcal_mol": 191.1,
  "smiles": "NC(N)=O.NC(N)=O.NC(N)=O.NC(N)=O.NC(N)=O.NC(N)=O.NC(N)=O.NC(N)=O.NC(N)=O.NC(N)=O.CCO.CO",
  "homo_ev": -8.0,
  "symbols": ["N", "C", "N", "O", "H", "H", "H", "H", "N", "C", "N", "O", "H", "H", "H", "H", "N", "C", "N", "O", "H", "H", "H", "H", "N", "C", "N", "O", "H", "H", "H", "H", "N", "C", "N", "O", "H", "H", "H", "H", "N", "C", "N", "O", "H", "H", "H", "H", "N", "C", "N", "O", "H", "H", "H", "H", "N", "C", "N", "O", "H", "H", "H", "H", "N", "C", "N", "O", "H", "H", "H", "H", "N", "C", "N", "O", "H", "H", "H", "H", "C", "C", "O", "H", "H", "H", "H", "H", "H", "C", "O", "H", "H", "H", "H"],
  "coordinates": [[5.15580, -3.11565, -3.08165], [4.26680, -2.50665, -2.40265], [3.88380, -1.33865, -2.83065], [3.72180, -2.94765, -1.19565], [5.71380, -3.78765, -2.51365], [5.70080, -2.86365, -3.86565], [3.27580, -0.84265, -2.25765], [4.41380, -0.78565, -3.53865], [-0.41920, 2.89135, 1.27135], [-1.36320, 3.47135, 0.59335], [-1.46820, 4.72435, 0.81435], [-2.36020, 2.74535, -0.15865], [-0.27220, 1.90235, 1.12035], [0.29080, 3.42135, 1.78135], [-2.23520, 5.23535, 0.42835], [-0.78620, 5.21535, 1.32135], [-2.10720, -0.50665, -3.41965], [-1.38620, -0.18965, -4.46965], [-0.40020, 0.65335, -4.18865], [-1.61820, -0.68565, -5.70965], [-3.10320, -0.92965, -3.45565], [-1.78320, -0.24065, -2.43765], [0.27380, 0.89835, -4.90265], [-0.35320, 1.37435, -3.46865], [0.98380, -0.42165, -0.66665], [-0.17620, -0.18365, -0.21365], [-0.19620, 0.16435, 1.06735], [-1.28820, -0.23265, -1.00565], [0.96780, -1.01465, -1.56465], [1.67680, -0.62465, 0.08835], [-1.17820, 0.26135, 1.44835], [0.61580, 0.47535, 1.57035], [2.22280, 1.29835, 2.13635], [2.80680, 0.17835, 2.29535], [2.98780, -0.48065, 1.17635], [3.10980, -0.31865, 3.51035], [1.99480, 1.75735, 2.98435], [2.16280, 1.80335, 1.26535], [3.57680, -1.35365, 1.30335], [3.47080, 0.15335, 0.57235], [1.07080, -1.48965, -3.00265], [0.52780, -2.70265, -2.98665], [-0.73620, -2.68365, -2.89865], [1.12580, -3.94465, -2.97265], [2.05880, -1.50865, -3.21165], [0.57780, -0.69365, -3.47265], [-1.14520, -3.62965, -2.97765], [-1.31920, -1.82265, -2.96965], [-2.69320, 0.62935, 3.82635], [-2.88420, -0.16965, 2.85635], [-2.64320, 0.35935, 1.68635], [-3.18420, -1.55365, 3.02535], [-2.81220, 0.34635, 4.77235], [-2.56320, 1.64335, 3.68535], [-2.96320, -0.34765, 1.05535], [-2.90020, 1.33235, 1.54835], [-1.76520, -3.52565, 1.62535], [-1.93520, -3.04065, 0.49635], [-1.09620, -3.52065, -0.32465], [-3.03020, -2.20765, 0.31335], [-2.31120, -3.09465, 2.34435], [-0.83120, -3.74565, 1.97335], [-1.01920, -2.98265, -1.22965], [-0.29020, -4.16665, -0.09765], [-3.25620, 1.72135, -2.45365], [-4.21020, 2.42935, -2.95265], [-4.55320, 3.36635, -2.10165], [-4.95420, 2.24535, -4.09965], [-2.88320, 0.87035, -2.99665], [-3.00420, 1.93335, -1.48265], [-5.43920, 3.76635, -2.34765], [-3.92220, 3.90435, -1.55965], [2.70180, 3.31735, -2.55065], [2.21680, 2.45535, -1.69665], [1.42380, 1.60135, -2.22965], [2.50280, 2.49435, -0.39265], [2.32380, 3.30135, -3.54565], [3.42980, 3.94835, -2.20665], [1.22680, 0.86735, -1.49765], [1.76680, 1.24935, -3.12265], [0.03180, -3.11065, 4.66135], [0.17180, -1.93365, 3.75135], [0.73480, -2.45865, 2.61035], [-0.59220, -3.82865, 4.16635], [-0.46120, -2.91065, 5.64635], [0.99080, -3.55765, 4.81235], [0.80980, -1.13465, 4.22335], [-0.80420, -1.43465, 3.52835], [1.00180, -1.77265, 1.97835], [0.60480, 1.70535, 4.91935], [1.86480, 2.35935, 4.72235], [-0.12720, 2.25535, 5.51235], [0.60280, 0.75735, 5.51335], [0.05180, 1.56835, 3.97135], [1.73280, 3.29035, 4.75435]],
  "lowdin_charge": [0.190, -0.619, 0.132, -0.117, 0.157, 0.109, 0.059, 0.154, 0.191, -0.521, 0.192, -0.158, 0.040, 0.130, 0.128, 0.107, 0.062, -0.606, 0.128, -0.059, 0.219, 0.050, 0.125, 0.102, 0.129, -0.545, 0.163, -0.077, 0.071, 0.081, 0.040, 0.056, 0.172, -0.648, 0.138, -0.043, 0.061, 0.061, 0.173, 0.113, 0.132, -0.591, 0.145, -0.094, 0.071, 0.086, 0.166, 0.059, 0.191, -0.561, 0.150, -0.121, 0.122, 0.136, 0.095, 0.122, 0.174, -0.678, 0.182, -0.134, 0.072, 0.099, 0.066, 0.168, 0.159, -0.640, 0.132, -0.144, 0.072, 0.049, 0.105, 0.069, 0.162, -0.658, 0.146, -0.089, 0.159, 0.131, 0.051, 0.107, -0.068, -0.366, -0.085, 0.058, 0.097, 0.074, 0.095, 0.089, 0.055, -0.151, -0.101, 0.074, 0.101, 0.049, 0.072]
}



Entry 3:
{
  "formula": "C22H35ClFeO2P2",
  "method": "the ωB97M-V functional and the def2-TZVPD basis",
  "spin_multiplicity": 5,
  "orbital_gap_ev": [2.88, 7.08],
  "lumo_energy_ha": [-0.0099, -0.0067],
  "e_above_lowest_kcal_mol": 0.0,
  "homo_ev": [-3.1, -7.3],
  "symbols": ["P", "P", "C", "C", "H", "H", "H", "H", "C", "H", "H", "H", "C", "H", "H", "H", "C", "H", "H", "H", "C", "H", "H", "H", "Fe", "C", "C", "C", "C", "C", "C", "C", "C", "C", "H", "H", "H", "H", "H", "H", "H", "H", "H", "H", "H", "H", "H", "H", "H", "Cl", "C", "C", "C", "C", "C", "C", "C", "O", "O", "H", "H", "H", "H"],
  "coordinates": [[-1.85502, 1.65264, 0.34358], [1.47015, -1.52237, 1.02245], [-1.15940, 0.56409, -1.44484], [-0.56630, -0.79362, -1.29859], [-0.53834, 1.32275, -1.95132], [-2.18054, 0.52660, -1.79038], [-1.27386, -1.62403, -1.20047], [0.42767, -1.07574, -1.71363], [3.20574, -1.03850, 0.68904], [3.85226, -1.39107, 1.51737], [3.25331, 0.06569, 0.61618], [3.54282, -1.45799, -0.27481], [1.15598, -3.21894, 0.47529], [1.87226, -3.55761, -0.28060], [0.14686, -3.26210, 0.04571], [1.19530, -3.86975, 1.35947], [-1.71274, 3.43308, 0.18865], [-2.03275, 3.83939, 1.15050], [-2.37333, 3.79464, -0.61513], [-0.66440, 3.71242, 0.01248], [-3.57797, 1.15476, 0.06479], [-3.65946, 0.07560, -0.14555], [-4.00663, 1.72180, -0.77769], [-4.15699, 1.38726, 0.96559], [0.24523, 0.48482, -0.02130], [0.27836, -0.71394, -3.90307], [1.31195, 0.08881, -3.56603], [1.67605, 1.24457, -4.44948], [0.48755, 2.17737, -4.81202], [-0.62015, 2.21273, -3.80064], [-1.77717, 1.52586, -3.91715], [-1.93119, 0.31894, -4.80862], [-0.64388, -0.52453, -5.07045], [-1.26938, 1.05929, 1.96913], [0.08057, -1.67671, -3.41676], [2.00878, -0.15512, -2.75122], [2.11330, 0.87039, -5.39278], [2.45427, 1.82838, -3.94596], [0.88230, 3.20186, -4.90407], [0.10499, 1.87800, -5.80031], [-0.47073, 2.93528, -2.98630], [-2.70355, 1.89890, -3.43567], [-2.34246, 0.62023, -5.79147], [-2.69586, -0.33279, -4.35590], [-1.00671, -1.53585, -5.31807], [-0.14191, -0.13459, -5.96556], [-1.08424, -0.04600, 2.05044], [-2.12239, 1.35785, 2.61728], [-0.34528, 1.54172, 2.33767], [0.90650, -2.46595, 9.33420], [1.05004, -1.97636, 7.69064], [1.06574, -0.61293, 7.36614], [1.20036, -0.23908, 6.02061], [1.29917, -1.22439, 5.03798], [1.31967, -2.57730, 5.36170], [1.18642, -2.96291, 6.70130], [1.39635, -0.76148, 3.60144], [1.51231, 0.41817, 3.28455], [1.35257, -1.78218, 2.68930], [0.97389, 0.12500, 8.14409], [1.24570, 0.79699, 5.73159], [1.45302, -3.29114, 4.55985], [1.18520, -4.01090, 6.95682]],
  "nbo_charge": [1.136, 1.143, -0.644, -0.835, 0.240, 0.236, 0.213, 0.206, -0.994, 0.255, 0.251, 0.234, -0.982, 0.242, 0.248, 0.266, -0.961, 0.246, 0.253, 0.264, -0.960, 0.261, 0.251, 0.247, 0.613, -0.148, -0.228, -0.447, -0.443, -0.205, -0.159, -0.450, -0.455, -1.010, 0.211, 0.206, 0.216, 0.210, 0.225, 0.208, 0.193, 0.198, 0.225, 0.213, 0.220, 0.207, 0.281, 0.240, 0.308, -0.030, -0.104, -0.231, -0.219, -0.187, -0.222, -0.236, 0.642, -0.734, -0.795, 0.215, 0.226, 0.214, 0.214]
}